This record from the OMol25 dataset describes a cluster of 2 separate species, C4H12O in total at a distorted geometry. The level of theory is ωB97M-V/def2-TZVPD.

Positions of all 17 atoms, in Å:
C1 1.46679 -2.69615 0.96249
C2 0.38976 -1.80669 0.37329
O1 0.94993 -0.61584 -0.18794
H1 2.23552 -2.14758 1.50780
H2 2.08502 -3.11793 0.17301
H3 1.07461 -3.50597 1.57534
H4 -0.14421 -2.33397 -0.41366
H5 -0.31564 -1.51664 1.15754
H6 0.99861 0.00598 0.54536
C3 -0.50606 2.45686 -0.31213
C4 -1.70991 1.93325 -1.07617
H7 0.24272 2.86783 -0.99830
H8 -0.75459 3.36968 0.24375
H9 0.00110 1.74373 0.33071
H10 -1.86789 2.52716 -1.97667
H11 -2.62884 1.92124 -0.48812
H12 -1.51694 0.91505 -1.41632

Cartesian forces, eV/Å:
0.7738 -0.1381 -0.3879
0.3053 0.2331 0.4792
-0.1955 -0.1794 0.0979
-0.4471 0.3170 0.4999
-0.2510 -0.3425 -0.3262
-0.0600 0.0231 0.0236
-0.0883 0.0799 -0.0633
-0.1963 -0.1594 -0.1000
0.2031 0.0582 -0.2380
0.2666 1.3540 -0.2551
0.2077 -0.4247 -0.1639
0.0829 -0.5190 -0.1369
-0.1743 -0.3848 0.3548
-0.2728 -0.0022 0.1055
-0.1747 0.0845 0.0974
0.0795 0.0465 0.0109
-0.0588 -0.0460 0.0021

Structure (SMILES) = CCO.CC
Spin multiplicity = 1
Frontier orbital gap = 11.42 eV
Charge = 0
E_tot = -6389.5185 eV

=====

This record from the OMol25 dataset describes a cluster of 2 separate species, C4H12O in total at a distorted geometry. The level of theory is ωB97M-V/def2-TZVPD.

Positions of all 17 atoms, in Å:
C1 -0.81715 -1.52494 -0.51791
C2 0.64636 -1.29183 -0.12292
C3 0.94660 -1.89444 1.25033
H1 -1.46941 -0.85480 0.03226
H2 -1.12651 -2.54341 -0.26449
H3 -0.90737 -1.41431 -1.59996
H4 1.25306 -1.72852 -0.92255
H5 0.86947 -0.23307 -0.08551
H6 0.26502 -1.43736 1.97089
H7 0.85687 -2.97803 1.26232
H8 1.91446 -1.54855 1.61248
C4 -0.67051 3.10777 -0.25388
O1 0.20732 2.01641 -0.55506
H9 -0.15820 3.96910 0.16961
H10 -1.41517 2.66323 0.40604
H11 -1.22152 3.36778 -1.16127
H12 0.82670 2.32496 -1.22039

Cartesian forces, eV/Å:
0.5067 -0.1729 0.0070
-0.3169 -0.6273 0.0220
0.0971 0.9255 -0.1006
-0.2204 0.2108 -0.1674
0.0759 -0.0106 -0.0631
-0.4011 0.2333 0.1227
0.2724 -0.0440 0.2868
-0.0611 0.2219 -0.1491
-0.3236 -0.3308 0.0399
0.0712 -0.0184 0.1331
0.3155 -0.4533 -0.1220
-0.4157 -1.1125 -0.5847
0.1326 0.4454 0.1196
-0.0616 -0.0050 0.1479
0.1370 0.4211 0.3471
0.0739 0.4060 0.0174
0.1180 -0.0891 -0.0567

Structure (SMILES) = CCC.CO
Spin multiplicity = 1
Frontier orbital gap = 11.49 eV
Charge = 0
E_tot = -6389.4666 eV

=====

This record from the OMol25 dataset describes a cluster of 2 separate species, C4H12O in total at a distorted geometry. The level of theory is ωB97M-V/def2-TZVPD.

Positions of all 17 atoms, in Å:
C1 1.10198 1.57400 -0.33395
C2 -0.06791 0.73104 -0.83355
C3 -1.39633 1.48226 -0.72711
H1 2.02810 1.16165 -0.75350
H2 1.08286 2.54459 -0.87818
H3 1.10904 1.93803 0.68582
H4 -0.10343 -0.12005 -0.12971
H5 0.06372 0.44553 -1.87565
H6 -2.30444 0.86700 -0.66163
H7 -1.57301 2.15116 -1.57495
H8 -1.45942 2.14990 0.14262
C4 0.44341 -2.78651 1.27503
O1 -0.57887 -1.89538 0.88191
H9 -0.20782 -3.61434 1.61629
H10 1.09895 -2.36864 2.02940
H11 0.97652 -3.29257 0.45871
H12 -0.21334 -0.96768 0.67843

Cartesian forces, eV/Å:
0.3184 1.5518 -2.4824
-0.5693 0.7221 1.5117
-0.8271 0.5649 0.1823
0.1383 -0.1760 1.0083
-0.2141 -0.3027 0.0486
0.0614 -0.8529 0.4501
0.0219 0.8685 -1.8190
0.2746 -0.4882 0.2423
0.4441 -0.2463 -0.1068
0.2725 -0.1135 -0.1098
0.3063 -0.2521 0.0519
-1.5731 -1.3996 -0.2010
0.7304 2.3312 -0.5818
0.8998 0.1250 0.7563
0.1526 -0.1985 0.1868
0.3196 0.7834 -0.1918
-0.7562 -2.9172 1.0543

Structure (SMILES) = CCC.CO
Spin multiplicity = 1
Frontier orbital gap = 11.08 eV
Charge = 0
E_tot = -6388.5643 eV

=====

This record from the OMol25 dataset describes a cluster of 2 separate species, C4H12O in total at a distorted geometry. The level of theory is ωB97M-V/def2-TZVPD.

Positions of all 17 atoms, in Å:
C1 1.00612 1.87897 -1.06018
C2 0.89741 0.36925 -1.26778
C3 1.35750 -0.47720 -0.03768
C4 1.80445 -1.84724 -0.53609
H1 2.05407 2.14842 -0.95611
H2 0.77367 2.33247 -1.99857
H3 0.44747 2.10991 -0.17107
H4 -0.11249 0.04102 -1.54301
H5 1.44941 -0.01744 -2.12684
H6 2.19079 0.02815 0.44112
H7 0.44015 -0.53453 0.55040
H8 2.19958 -2.48059 0.26180
H9 1.01440 -2.37966 -1.03130
H10 2.62007 -1.70638 -1.24372
O1 -5.79248 -0.09594 3.37744
H11 -6.46797 0.49990 3.02275
H12 -5.88214 0.13089 4.31886

Cartesian forces, eV/Å:
0.9887 -1.6573 -0.5775
0.3491 -1.0134 0.1553
-0.8487 0.2350 -1.6239
0.6144 0.1982 0.6815
0.2023 -0.0377 0.5728
-1.0451 0.8696 -0.2430
-0.3746 0.8193 0.0239
-0.1778 0.3721 0.3274
0.4702 0.5698 -0.1590
-0.1399 0.0789 0.4341
0.5196 -0.1216 0.7852
-0.1452 0.0017 0.0413
-0.4632 -0.2491 -0.2731
0.0495 -0.0655 -0.1444
-0.5861 0.6607 0.6466
0.1956 -0.2495 -0.4108
0.3911 -0.4111 -0.2363

Structure (SMILES) = CCCC.O
Spin multiplicity = 1
Frontier orbital gap = 11.89 eV
Charge = 0
E_tot = -6389.7344 eV

=====

This record from the OMol25 dataset describes a cluster of 2 separate species, C4H12O in total at a distorted geometry. The level of theory is ωB97M-V/def2-TZVPD.

Positions of all 17 atoms, in Å:
C1 2.09317 -1.39028 -1.10768
C2 0.94935 -1.64410 -0.19008
O1 -0.28933 -2.10508 -0.73538
H1 1.98852 -0.51879 -1.74297
H2 2.25200 -2.24083 -1.76064
H3 2.85922 -0.92794 -0.44683
H4 1.26287 -2.58890 0.41663
H5 0.76901 -0.87135 0.54374
H6 -0.30998 -1.98315 -1.68959
C3 -0.84953 2.17485 0.52047
C4 -1.99648 1.47344 1.24706
H7 0.13990 1.91935 0.90002
H8 -0.92153 1.79882 -0.50192
H9 -0.93805 3.21886 0.27905
H10 -2.83853 2.12053 1.54261
H11 -1.66955 0.85480 2.07358
H12 -2.50106 0.70978 0.65193

Cartesian forces, eV/Å:
-0.0941 1.8434 0.1532
-0.1558 -3.2780 1.5324
-0.0196 0.5082 -0.4757
-0.8164 0.2166 -0.5674
0.8915 -0.1807 0.3390
0.4248 -1.4509 -0.4444
-0.2179 1.6962 -0.5290
-0.1056 0.5122 -0.0644
0.0727 0.1594 0.0649
-0.3530 -1.0593 -1.3647
-0.9471 -0.1329 0.2294
-0.1237 0.2310 0.0710
0.5680 -0.3547 -0.1437
-0.1456 0.7220 0.9051
0.6073 -0.0002 0.2626
0.1844 0.4136 0.5986
0.2300 0.1541 -0.5671

Structure (SMILES) = CCO.CC
Spin multiplicity = 1
Frontier orbital gap = 11.01 eV
Charge = 0
E_tot = -6388.8440 eV

=====

This record from the OMol25 dataset describes a cluster of 2 separate species, C4H12O in total at a distorted geometry. The level of theory is ωB97M-V/def2-TZVPD.

Positions of all 17 atoms, in Å:
C1 -1.25731 -2.60914 0.78972
C2 -0.96881 -1.22699 0.28377
O1 0.49279 -1.17679 0.07336
H1 -2.25860 -2.61765 1.23070
H2 -0.56729 -2.92157 1.54119
H3 -1.25987 -3.34097 -0.07608
H4 -1.34986 -1.14407 -0.75855
H5 -1.30159 -0.35963 0.80658
H6 0.90848 -0.94186 0.90782
C3 1.62110 1.70990 -0.68364
C4 0.28759 2.38393 -0.43094
H7 2.38164 2.09594 0.03071
H8 1.68931 0.60236 -0.77181
H9 1.96004 2.07692 -1.67789
H10 0.41158 3.40732 -0.58668
H11 -0.23611 2.00094 0.42972
H12 -0.55310 2.06138 -1.10799

Cartesian forces, eV/Å:
-1.7280 -0.4849 -0.8770
2.1918 -0.8633 -2.4161
-0.9214 0.3920 0.0816
-0.0494 -0.2666 -0.0093
0.5562 -0.2035 0.4739
0.1921 0.8012 1.1330
0.0182 0.1275 0.7231
-0.3188 0.3507 0.8925
-0.0322 -0.0213 0.0666
1.1841 0.1421 -1.1175
-1.6375 -3.0490 -1.0635
-0.4471 -0.4398 -0.2833
-0.4921 0.8872 0.4638
0.0453 -0.1954 0.4903
-0.2049 1.7926 0.5631
0.4527 0.7739 1.3350
1.1912 0.2565 -0.4561

Structure (SMILES) = CCO.CC
Spin multiplicity = 1
Frontier orbital gap = 11.28 eV
Charge = 0
E_tot = -6389.0094 eV

=====

This record from the OMol25 dataset describes a cluster of 3 separate species, C4H12O2 in total at a distorted geometry. The level of theory is ωB97M-V/def2-TZVPD.

Positions of all 18 atoms, in Å:
C1 0.46106 1.29536 0.55559
C2 -0.04645 -0.02187 0.04202
C3 -0.58960 -0.99766 0.85002
C4 0.03759 -0.17787 -1.44924
H1 0.38850 1.14505 1.64031
H2 1.46879 1.59775 0.23278
H3 -0.12802 2.14113 0.15772
H4 -0.80404 -2.02756 0.59075
H5 -0.62023 -0.71222 1.90242
H6 -0.33880 -1.16238 -1.75752
H7 -0.38632 0.64697 -2.04023
H8 1.07412 -0.24579 -1.84207
H9 -2.48864 0.36809 -0.60646
H10 -3.15375 1.08534 0.53972
O1 -3.01907 1.12654 -0.40993
H11 3.19076 -1.97268 0.54256
H12 1.99456 -1.03757 0.59892
O2 2.95955 -1.05062 0.45263

Cartesian forces, eV/Å:
-0.5720 -0.6373 0.1103
1.1928 0.1554 -1.8177
0.1281 0.5598 0.9468
0.9327 -0.9358 -0.2117
0.2278 1.0436 -0.0321
0.1250 -0.6469 0.2960
-0.4974 -0.0071 0.4688
-0.0724 0.2744 -0.2074
-0.1797 -0.5022 0.0238
-0.5893 0.3335 -0.0847
-0.5109 -0.0077 0.0916
-0.0389 0.2969 0.4427
0.6618 -0.9441 0.0513
0.1319 -0.2151 0.3116
-0.8197 1.1700 -0.3521
0.0870 -0.3102 0.0265
-0.0793 0.2505 -0.1620
-0.1276 0.1221 0.0983

⟨S²⟩ = 0.754
Spin multiplicity = 2
Frontier orbital gap (spin up / spin down) = 2.75 / 8.03 eV
Charge = -1
E_tot = -8435.6869 eV

=====

This record from the OMol25 dataset describes a cluster of 2 separate species, C4H12O2 in total at a distorted geometry. The level of theory is ωB97M-V/def2-TZVPD.

Positions of all 18 atoms, in Å:
C1 -0.78396 -1.05059 -2.36294
C2 -0.31198 -1.62848 -0.98088
C3 -0.47600 -0.49115 0.02228
C4 -0.15276 -1.08357 1.39997
O1 0.40561 0.62768 -0.16432
H1 -1.04196 -1.91169 -2.98452
H2 -1.77342 -0.58696 -2.30056
H3 0.00277 -0.42597 -2.77203
H4 0.74839 -1.81443 -1.02665
H5 -0.93890 -2.47809 -0.70616
H6 -1.48709 -0.09073 0.02712
H7 0.06870 -0.29793 2.15752
H8 0.71220 -1.72332 1.65498
H9 -0.96622 -1.71354 1.79336
H10 0.74981 0.83217 0.70982
O2 1.03895 2.98575 1.69346
H11 0.84936 3.71673 2.27182
H12 1.59149 3.35821 1.00593

Cartesian forces, eV/Å:
-0.3262 -1.8328 0.5989
-1.0301 2.6505 -1.4969
1.3346 -0.9324 1.9305
-0.2460 0.0085 2.2599
-0.0295 -0.6538 -0.8021
0.6685 0.0955 -0.5519
0.4070 0.6070 0.3261
-0.3232 0.1600 -0.2881
0.2931 -0.6802 0.0148
0.3392 -0.0069 0.1755
-0.2879 -0.1971 -0.0129
-0.8326 -0.0081 -0.3445
0.1610 0.0394 -1.5787
-0.1399 0.4880 -0.1387
-0.0091 0.3299 -0.1039
0.0625 -0.4811 -0.1286
-0.1500 0.3783 0.3954
0.1086 0.0354 -0.2548

Structure (SMILES) = CC[C@@H](C)O.O
Spin multiplicity = 1
Frontier orbital gap = 10.71 eV
Charge = 0
E_tot = -8436.8986 eV